Entry 1:
ORCA calculation (ωB97M-V with the def2-TZVPD basis set) on 2 unconnected molecules or ions with the total composition C2H2NO4 at a distorted geometry.

Calculated values
**Orbital gap (spin up / spin down)**: 5.3484 / 6.6073 eV
**Charge**: -1
**Molar mass**: 104.0 g mol⁻¹
**Calculated total energy**: -433.0537 Ha
**HOMO level (spin up / spin down)**: -1.58 / -2.87 eV

```
9
Properties=species:S:1:pos:R:3:forces:R:3
C 0.726003 -0.416154 -0.299562 -0.71 1.04 -1.36
C -0.024218 0.829160 -0.283476 -1.29 1.82 -1.32
N -0.963406 -2.693095 0.237380 0.16 2.08 0.49
O -0.935402 -1.539604 0.613353 -0.70 -2.18 -0.08
O 0.931737 -1.039405 -1.338501 0.52 -0.57 0.05
O -0.673045 1.396012 -1.159084 0.26 -0.73 -0.13
O 0.112846 1.519471 0.881135 -0.37 1.66 0.71
H 1.142293 -0.470820 0.664065 1.44 -1.22 1.33
H -0.316807 2.414435 0.684690 0.68 -1.90 0.32
```
Positions in Å, forces in eV/Å.



Entry 2:
ORCA calculation (ωB97M-V with the def2-TZVPD basis set) on a molecular structure, C2H2Na8O7 at a distorted geometry.

Calculated values
**Orbital gap**: 2.5273 eV
**Charge**: +4
**Molar mass**: 322.0 g mol⁻¹
**Calculated total energy**: -1901.1399 Ha
**HOMO level**: -17.72 eV

```
19
Properties=species:S:1:pos:R:3:forces:R:3
Na 13.603910 -12.363870 -7.205360 0.46 0.19 -0.23
Na 15.813360 -13.296130 -4.385760 0.38 0.11 0.00
Na 11.966390 -14.968230 -8.076190 -0.70 -1.30 0.10
Na 14.700380 -16.404450 -2.643510 -0.22 -0.71 0.12
Na 13.026140 -10.602550 -4.146240 -0.34 0.34 0.46
Na 10.315660 -12.485480 -6.331810 -0.94 -0.12 0.79
Na 13.790630 -16.233000 -5.787430 -0.84 -0.67 -0.10
Na 12.515830 -13.980190 -1.488940 -0.61 0.29 -0.02
C 12.628310 -13.886530 -4.463630 1.13 0.26 -1.26
O 13.462070 -14.648510 -3.914290 2.39 -2.42 2.45
O 12.154890 -12.897200 -3.942550 -1.30 4.19 4.74
O 12.436760 -13.949250 -5.675880 -0.43 -1.45 -6.22
C 11.237570 -17.250460 -5.323350 -2.50 1.03 -2.02
O 12.137820 -17.855040 -4.832890 5.25 -1.90 2.23
O 11.337770 -16.625640 -6.424010 0.87 1.67 -1.69
O 10.142030 -17.250080 -4.777920 -2.34 0.63 1.01
O 9.494930 -12.515160 -3.823660 -0.10 0.40 -0.96
H 10.450470 -12.546580 -3.776910 0.38 -0.17 0.40
H 9.217420 -13.418690 -3.672460 -0.55 -0.36 0.20
```
Positions in Å, forces in eV/Å.



Entry 3:
ORCA calculation (ωB97M-V with the def2-TZVPD basis set) on a single C2H2O2 molecule at a distorted geometry.

Calculated values
**Orbital gap**: 9.2743 eV
**Molar mass**: 58.0 g mol⁻¹
**SMILES**: O=CC=O
**Calculated total energy**: -227.8263 Ha
**HOMO level**: -10.14 eV

```
6
Properties=species:S:1:pos:R:3:forces:R:3
O -1.493791 -0.980831 -0.100144 0.22 0.33 -0.12
C -0.774112 -0.049814 0.063746 -0.09 2.60 1.46
C 0.756921 -0.015221 -0.130514 1.35 -1.37 -0.46
O 1.404847 -1.036367 0.076569 -1.00 2.60 -0.49
H -1.098713 1.043420 0.549391 0.14 -2.26 -1.10
H 1.204848 1.038810 -0.459049 -0.62 -1.90 0.71
```
Positions in Å, forces in eV/Å.



Entry 4:
ORCA calculation (ωB97M-V with the def2-TZVPD basis set) on a single C2H2O2 molecule at a distorted geometry.

Calculated values
**Orbital gap (spin up / spin down)**: 7.1262 / 7.7791 eV
**Molar mass**: 58.0 g mol⁻¹
**Calculated total energy**: -227.5431 Ha
**HOMO level (spin up / spin down)**: -6.35 / -10.68 eV
**Expectation value of S²**: 2.0371
**Multiplicity**: 3

```
6
Properties=species:S:1:pos:R:3:forces:R:3
C 0.011791 0.408800 1.307906 0.48 1.39 -0.54
C -0.187703 -0.395416 0.408950 -1.54 -4.36 -2.21
O -0.169310 -0.174675 -1.829518 0.83 4.15 -9.41
O -0.416450 -0.988189 -0.687773 -1.20 -3.78 10.01
H 0.441064 0.654885 2.201034 0.41 0.66 1.93
H 0.320607 0.494595 -1.400600 1.02 1.94 0.22
```
Positions in Å, forces in eV/Å.



Entry 5:
ORCA calculation (ωB97M-V with the def2-TZVPD basis set) on a single C2H2O2 molecule at a distorted geometry.

Calculated values
**Orbital gap (spin up / spin down)**: 7.6325 / 8.1875 eV
**Molar mass**: 58.0 g mol⁻¹
**Calculated total energy**: -227.5567 Ha
**HOMO level (spin up / spin down)**: -6.81 / -10.46 eV
**Expectation value of S²**: 2.0194
**Multiplicity**: 3

```
6
Properties=species:S:1:pos:R:3:forces:R:3
C -0.132350 0.458463 0.033921 -3.09 -8.72 -0.61
C -0.511782 -0.795555 0.010430 -0.65 0.21 -0.55
O 0.433362 1.543430 0.098444 0.66 7.72 1.30
O 1.725835 1.486735 -0.042055 2.43 -0.37 -0.55
H -0.759604 -1.445697 0.926058 0.25 0.93 -1.22
H -0.755461 -1.247376 -1.026798 0.39 0.24 1.63
```
Positions in Å, forces in eV/Å.



Entry 6:
ORCA calculation (ωB97M-V with the def2-TZVPD basis set) on a molecular structure, C2H2O2PSr at a distorted geometry.

Calculated values
**Orbital gap (spin up / spin down)**: 3.7873 / 4.2116 eV
**Molar mass**: 176.6 g mol⁻¹
**Calculated total energy**: -599.7454 Ha
**HOMO level (spin up / spin down)**: -5.43 / -5.67 eV
**Expectation value of S²**: 1.1384
**Multiplicity**: 2

```
8
Properties=species:S:1:pos:R:3:forces:R:3
P -1.721694 -0.843021 -0.850313 1.47 2.72 0.70
O -1.385238 0.650461 -0.328810 -2.21 -0.40 -1.42
C 0.369648 0.012529 1.013739 3.93 -0.51 -0.15
H 0.449341 -0.863871 1.683115 -1.43 -0.11 -0.50
H 0.802131 0.816328 1.615583 -0.13 0.50 -0.56
C 0.800362 -0.264675 -0.311070 -2.19 -0.14 1.94
O -0.069318 -1.242766 -0.792384 1.62 -1.08 -0.97
Sr 0.754768 1.735016 -2.029861 -1.05 -0.99 0.97
```
Positions in Å, forces in eV/Å.